1.
# BH3S3

2 unconnected molecules or ions with the total composition BH3S3 (ωB97M-V/def2-TZVPD, the Open Molecules 2025 dataset).

Each atom is followed by the atoms it is bonded to, with distances in Å.
Positions of all 7 atoms, in Å:
1 B -0.089 0.589 -0.416  S3 1.758, S4 1.789
2 S 0.505 -1.795 1.522  H5 1.425
3 S -0.073 -0.290 -1.938  B1 1.758, H6 1.348
4 S 0.019 2.348 -0.107  B1 1.789, H7 1.292
5 H -0.887 -1.859 1.820  S2 1.425
6 H -0.435 -1.552 -1.634  S3 1.348
7 H 0.961 2.560 0.753  S4 1.292

Properties
Orbital gap (spin up / spin down)   0.255 / 0.243 hartree
Total charge   0
Energy above the lowest of the compared OMol25 structures with the same formula, charge and spin   3.566 eV

Here are the Löwdin charges for atoms 1 to 5, given in e:
1 B -0.983
2 S 0.068
3 S 0.728
4 S 0.744
5 H -0.284

---

2.
# C29H90N6O13

13 unconnected molecules or ions with the total composition C29H90N6O13 (ωB97M-V/def2-TZVPD, the Open Molecules 2025 dataset).

Each atom is followed by the atoms it is bonded to, with distances in Å.
Positions of all 138 atoms, in Å:
1 C -0.184 2.028 -3.989  C2 1.496, H7 1.115, H8 1.091, H9 1.084
2 C -1.561 1.958 -3.409  C1 1.496, C3 1.492, N6 1.505, H10 1.105
3 C -2.590 2.604 -4.274  C2 1.492, O4 1.420, H11 1.132, H12 1.090
4 O -2.551 2.077 -5.592  C3 1.420, C5 1.369
5 C -3.646 2.143 -6.411  O4 1.369, H13 1.115, H14 1.101, H15 1.151
6 N -2.037 0.541 -3.227  C2 1.505, H16 0.998, H17 1.043
7 H 0.479 1.640 -3.180  C1 1.115
8 H 0.119 3.050 -4.222  C1 1.091
9 H -0.072 1.385 -4.855  C1 1.084
10 H -1.577 2.410 -2.401  C2 1.105
11 H -2.342 3.708 -4.298  C3 1.132
12 H -3.541 2.393 -3.782  C3 1.090
13 H -3.956 3.197 -6.603  C5 1.115
14 H -4.506 1.618 -5.968  C5 1.101
15 H -3.319 1.657 -7.402  C5 1.151
16 H -1.246 0.100 -2.809  N6 0.998
17 H -2.091 0.235 -4.223  N6 1.043
18 C 0.038 4.733 -1.855  C19 1.448, H24 1.068, H25 1.070, H26 1.100
19 C 0.666 5.847 -1.175  C18 1.448, C20 1.534, N23 1.534, H27 1.088
20 C 1.866 5.412 -0.325  C19 1.534, O21 1.423, H28 1.102, H29 1.170
21 O 2.941 4.960 -1.141  C20 1.423, C22 1.446
22 C 4.058 5.872 -1.247  O21 1.446, H30 1.114, H31 1.063, H32 1.074
23 N 1.112 6.829 -2.266  C19 1.534, H33 1.014, H34 0.993
24 H 0.647 4.487 -2.697  C18 1.068
25 H -0.922 5.022 -2.226  C18 1.070
26 H -0.069 3.870 -1.181  C18 1.100
27 H 0.012 6.401 -0.504  C19 1.088
28 H 1.627 4.641 0.425  C20 1.102
29 H 2.147 6.334 0.339  C20 1.170
30 H 3.755 6.622 -2.013  C22 1.114
31 H 4.919 5.360 -1.604  C22 1.063
32 H 4.164 6.302 -0.268  C22 1.074
33 H 1.809 6.404 -2.868  N23 1.014
34 H 1.466 7.689 -1.921  N23 0.993
35 C 3.213 -2.654 3.281  C36 1.558, H41 1.091, H42 1.115, H43 1.127
36 C 2.242 -2.522 2.069  C35 1.558, C37 1.505, N40 1.484, H44 1.117
37 C 2.918 -2.778 0.749  C36 1.505, O38 1.408, H45 1.158, H46 1.150
38 O 1.944 -2.749 -0.267  C37 1.408, C39 1.430
39 C 2.502 -2.910 -1.573  O38 1.430, H47 1.067, H48 1.063, H49 1.112
40 N 1.155 -3.523 2.216  C36 1.484, H50 1.027, H51 1.025
41 H 2.610 -2.612 4.190  C35 1.091
42 H 4.016 -1.890 3.399  C35 1.115
43 H 3.736 -3.649 3.204  C35 1.127
44 H 1.652 -1.573 2.059  C36 1.117
45 H 3.494 -3.782 0.717  C37 1.158
46 H 3.696 -1.967 0.504  C37 1.150
47 H 1.704 -2.559 -2.188  C39 1.067
48 H 2.633 -3.932 -1.832  C39 1.063
49 H 3.417 -2.278 -1.592  C39 1.112
50 H 1.508 -4.378 2.662  N40 1.027
51 H 0.568 -3.117 2.952  N40 1.025
52 C 5.480 2.783 0.321  C53 1.499, H58 1.089, H59 1.078, H60 1.090
53 C 5.857 2.617 -1.120  C52 1.499, C54 1.528, N57 1.475, H61 1.051
54 C 6.716 1.379 -1.373  C53 1.528, O55 1.438, H62 1.122, H63 1.099
55 O 8.021 1.668 -0.844  C54 1.438, C56 1.430
56 C 8.873 0.550 -1.106  O55 1.430, H64 1.102, H65 1.138, H66 1.089
57 N 4.652 2.442 -1.951  C53 1.475, H67 0.998, H68 1.069
58 H 6.412 2.947 0.860  C52 1.089
59 H 4.967 1.868 0.564  C52 1.078
60 H 4.784 3.577 0.589  C52 1.090
61 H 6.413 3.425 -1.498  C53 1.051
62 H 6.868 1.151 -2.461  C54 1.122
63 H 6.323 0.463 -0.910  C54 1.099
64 H 8.383 -0.419 -0.911  C56 1.102
65 H 9.774 0.587 -0.412  C56 1.138
66 H 9.282 0.573 -2.115  C56 1.089
67 H 3.981 3.055 -1.541  N57 0.998
68 H 4.766 2.867 -2.925  N57 1.069
69 C -2.319 1.120 1.224  C70 1.534, H75 1.124, H76 1.124, H77 1.086
70 C -1.708 0.083 0.273  C69 1.534, C71 1.485, N74 1.491, H78 1.120
71 C -0.228 -0.031 0.265  C70 1.485, O72 1.427, H79 1.118, H80 1.161
72 O 0.381 1.156 -0.240  C71 1.427, C73 1.419
73 C 1.757 1.329 0.064  O72 1.419, H81 1.074, H82 1.094, H83 1.116
74 N -2.436 -1.199 0.497  C70 1.491, H84 0.978, H85 1.028
75 H -1.804 2.118 1.177  C69 1.124
76 H -2.139 0.885 2.308  C69 1.124
77 H -3.378 1.221 1.008  C69 1.086
78 H -1.875 0.385 -0.792  C70 1.120
79 H 0.020 -0.930 -0.353  C71 1.118
80 H 0.216 -0.286 1.307  C71 1.161
81 H 2.150 2.282 -0.237  C73 1.074
82 H 2.247 0.439 -0.344  C73 1.094
83 H 1.919 1.284 1.167  C73 1.116
84 H -2.133 -1.911 -0.101  N74 0.978
85 H -2.160 -1.538 1.427  N74 1.028
86 C -4.729 -4.727 6.309  C87 1.560, H92 1.089, H93 1.064, H94 1.115
87 C -3.367 -4.519 5.577  C86 1.560, C88 1.490, N91 1.443, H95 1.067
88 C -3.484 -4.539 4.092  C87 1.490, O89 1.360, H96 1.088, H97 1.101
89 O -4.386 -5.510 3.787  C88 1.360, C90 1.442
90 C -4.733 -5.596 2.389  O89 1.442, H98 1.085, H99 1.109, H100 1.098
91 N -2.842 -3.221 5.926  C87 1.443, H101 1.027, H102 1.036
92 H -5.523 -4.257 5.730  C86 1.089
93 H -4.746 -4.422 7.328  C86 1.064
94 H -4.967 -5.814 6.379  C86 1.115
95 H -2.684 -5.250 5.945  C87 1.067
96 H -2.582 -4.561 3.484  C88 1.088
97 H -3.850 -3.548 3.781  C88 1.101
98 H -3.800 -5.565 1.837  C90 1.085
99 H -5.419 -4.756 2.155  C90 1.109
100 H -5.202 -6.576 2.231  C90 1.098
101 H -2.326 -3.091 6.805  N91 1.027
102 H -3.582 -2.496 5.940  N91 1.036
103 O -4.329 1.479 -1.446  H104 0.935, H105 0.997
104 H -4.847 0.712 -1.313  O103 0.935
105 H -3.537 1.066 -1.888  O103 0.997
106 O 0.144 -4.675 -0.605  H107 0.958, H108 0.972
107 H -0.216 -5.384 -0.071  O106 0.958
108 H 0.545 -4.113 0.079  O106 0.972
109 C -2.496 -2.668 -2.800  O110 1.436, H111 1.069, H112 1.141, H113 1.074
110 O -1.439 -2.593 -1.832  C109 1.436, H114 0.970
111 H -2.069 -2.554 -3.773  C109 1.069
112 H -3.043 -3.664 -2.691  C109 1.141
113 H -3.236 -1.916 -2.596  C109 1.074
114 H -1.028 -3.472 -1.825  O110 0.970
115 C -5.113 0.667 3.500  O116 1.423, H117 1.148, H118 1.093, H119 1.106
116 O -4.387 -0.542 3.310  C115 1.423, H120 0.967
117 H -4.357 1.501 3.726  C115 1.148
118 H -5.741 0.915 2.641  C115 1.093
119 H -5.731 0.464 4.394  C115 1.106
120 H -4.317 -0.735 2.365  O116 0.967
121 C -0.594 -0.356 4.911  O122 1.384, H123 1.065, H124 1.082, H125 1.077
122 O -0.460 -1.669 4.495  C121 1.384, H126 0.935
123 H -1.141 -0.168 5.805  C121 1.065
124 H 0.374 -0.030 5.268  C121 1.082
125 H -0.990 0.220 4.091  C121 1.077
126 H -1.272 -2.088 4.695  O122 0.935
127 C -5.707 -2.050 0.141  O128 1.419, H129 1.068, H130 1.103, H131 1.092
128 O -5.138 -0.774 0.390  C127 1.419, H132 0.967
129 H -5.276 -2.741 0.832  C127 1.068
130 H -6.767 -1.991 0.443  C127 1.103
131 H -5.682 -2.336 -0.913  C127 1.092
132 H -4.175 -0.811 0.318  O128 0.967
133 C 3.433 -0.094 -4.057  O134 1.392, H135 1.132, H136 1.080, H137 1.132
134 O 4.121 -0.210 -2.852  C133 1.392, H138 1.009
135 H 3.988 0.495 -4.848  C133 1.132
136 H 3.335 -1.083 -4.480  C133 1.080
137 H 2.413 0.371 -3.898  C133 1.132
138 H 4.272 0.679 -2.402  O134 1.009

Properties
Orbital gap   0.363 hartree
Total charge   0

Here are the Löwdin charges for atoms 1 to 5, given in e:
1 C -0.062
2 C -0.434
3 C -0.198
4 O -0.208
5 C -0.140

---

3.
# C4H6N2

A single C4H6N2 molecule (ωB97M-V/def2-TZVPD, the Open Molecules 2025 dataset).

Each atom is followed by the atoms it is bonded to, with distances in Å.
Positions of all 12 atoms, in Å:
1 C -1.291 0.335 0.824  N2 1.455, H7 1.095, H8 1.097, H9 1.091
2 N 0.002 0.565 0.195  C1 1.455, C3 1.726, C4 1.458, H10 1.028
3 C 0.176 0.234 -1.490  N2 1.726, C4 1.485, H11 1.099
4 C 0.753 -0.549 -0.369  N2 1.458, C3 1.485, C5 1.464, H12 1.092
5 C 2.194 -0.562 -0.107  C4 1.464, N6 1.157
6 N 3.334 -0.604 0.087  C5 1.157
7 H -1.187 0.213 1.908  C1 1.095
8 H -1.752 -0.567 0.404  C1 1.097
9 H -1.944 1.184 0.619  C1 1.091
10 H 0.227 1.445 -0.287  N2 1.028
11 H -0.807 -0.203 -1.717  C3 1.099
12 H 0.294 -1.493 -0.069  C4 1.092

Properties
Orbital gap   0.352 hartree
Total charge   0
Energy above the lowest of the compared OMol25 structures with the same formula, charge and spin   4.683 eV

Here are the Löwdin charges for atoms 1 to 5, given in e:
1 C -0.061
2 N -0.127
3 C 0.028
4 C -0.398
5 C -0.161

---

Number 1: F_max 0.055 Eh/bohr. Number 2: F_max 0.065 Eh/bohr. Number 3: F_max 0.023 Eh/bohr.